Record 1
Here is C28H34IrN7O2S2 as an isolated structure in a non-equilibrium geometry from the Open Molecules 2025 dataset. Energies are from wB97M-V/def2-TZVPD.

CARTESIAN COORDINATES (ANGSTROEM)
Ir (0.39, -0.14, 0.15)
S (0.60, -3.32, -0.06)
S (2.49, -0.71, 1.21)
O (2.17, -1.20, 2.60)
O (-0.57, -4.03, -0.61)
N (0.90, 0.57, -1.74)
N (-0.16, 1.68, 1.19)
N (0.84, -1.87, -0.84)
N (-1.60, 0.04, -0.51)
N (-0.56, -0.81, 1.94)
N (3.79, 1.54, 0.54)
N (3.86, 0.84, 2.80)
C (5.44, 4.41, -1.05)
C (2.05, -4.25, -0.60)
C (0.17, 1.47, 2.63)
C (1.02, -2.46, -4.53)
C (3.24, -3.66, -0.99)
C (5.65, 3.00, 1.34)
C (0.89, -1.75, -2.23)
C (0.88, 1.84, -2.13)
C (3.48, 0.75, 1.55)
C (4.60, 3.33, -0.81)
C (-0.39, 0.12, 3.09)
C (-1.60, 2.01, 1.01)
C (0.91, -2.77, -3.16)
C (-2.01, -1.10, 1.65)
C (0.95, 2.22, -3.47)
C (1.04, -0.11, -4.07)
C (6.48, 4.08, 1.08)
C (6.38, 4.79, -0.11)
C (-2.29, -1.10, 0.15)
C (4.70, 2.63, 0.39)
C (-2.15, 1.40, -0.27)
C (2.99, -6.43, -0.88)
C (0.97, -0.41, -2.69)
C (1.91, -5.63, -0.54)
C (1.03, 1.25, -4.44)
C (4.19, -5.86, -1.28)
C (4.31, -4.47, -1.34)
C (1.08, -1.18, -4.99)
H (-1.74, 3.10, 0.98)
H (5.24, -4.03, -1.66)
H (0.97, -6.07, -0.25)
H (1.13, -0.96, -6.05)
H (3.51, 0.09, 3.40)
H (2.89, -7.51, -0.84)
H (3.32, 1.29, -0.33)
H (-2.63, -0.37, 2.16)
H (5.81, 2.46, 2.26)
H (5.03, -6.48, -1.55)
H (0.82, -3.80, -2.85)
H (1.25, 1.47, 2.71)
H (0.93, 3.27, -3.72)
H (5.36, 4.94, -1.99)
H (-0.21, 2.29, 3.24)
H (1.04, -3.28, -5.23)
H (1.07, 1.52, -5.49)
H (-2.28, -2.08, 2.06)
H (3.33, -2.59, -1.06)
H (-1.87, 2.01, -1.13)
H (-2.14, 1.66, 1.88)
H (-3.37, -1.06, -0.04)
H (3.88, 3.03, -1.55)
H (4.50, 1.52, 3.16)
H (-1.35, 0.25, 3.59)
H (-1.89, -2.01, -0.30)
H (7.22, 4.36, 1.82)
H (7.04, 5.63, -0.30)
H (-3.24, 1.36, -0.24)
H (-1.65, -0.14, -1.51)
H (0.30, -0.32, 3.81)
H (0.40, 2.45, 0.85)
H (0.86, 2.59, -1.35)
H (-0.09, -1.68, 2.17)

Computed properties:
Calculated total energy = -2521.41591 Eh
Total charge = +2
Orbital gap = 7.22 eV
Relative energy (zero: lowest compared OMol25 entry of this formula, charge and spin) = 0.614 eV
Maximum force = 1.5 eV/Å

Record 2
Here is a 10-piece molecular cluster, C28H34N10O4 overall in a non-equilibrium geometry from the Open Molecules 2025 dataset. Energies are from wB97M-V/def2-TZVPD.

CARTESIAN COORDINATES (ANGSTROEM)
O (0.96, -3.01, -3.66)
O (-1.35, 3.55, -1.45)
O (-1.68, 2.43, -3.27)
O (2.96, -2.23, -3.49)
N (-5.51, 6.05, -0.28)
N (0.19, 1.58, 3.73)
N (-4.97, 2.87, 1.27)
N (2.83, 3.31, -0.75)
N (-0.68, -4.98, 3.13)
N (-2.11, 6.40, 0.28)
N (-1.36, 2.52, -2.10)
N (4.91, 0.58, 0.97)
N (1.90, -1.97, 2.45)
N (2.12, -3.10, -3.33)
C (1.85, -1.78, 3.59)
C (-0.92, 1.32, 3.66)
C (0.22, 6.57, -0.86)
C (2.56, -4.31, -2.65)
C (-4.29, 4.85, -2.23)
C (4.28, -5.67, -1.74)
C (-1.19, 0.07, -1.99)
C (-0.18, -0.93, -0.08)
C (3.42, -0.75, -0.69)
C (1.62, -5.30, -2.39)
C (-1.08, 6.50, -0.22)
C (2.51, 3.24, 1.83)
C (-4.97, 5.51, -1.13)
C (-0.77, -1.08, -1.33)
C (-2.32, 0.96, 3.48)
C (-0.24, 1.42, -0.22)
C (2.71, 3.31, 0.39)
C (2.03, -6.50, -1.85)
C (-1.33, -4.86, 2.19)
C (-4.74, 2.07, 0.50)
C (3.91, -4.50, -2.40)
C (-2.14, -4.71, 0.99)
C (3.38, -6.69, -1.51)
C (1.78, -1.53, 5.01)
C (-4.48, 0.99, -0.45)
C (-0.92, 1.31, -1.42)
C (4.25, -0.03, 0.25)
C (0.18, 0.29, 0.46)
H (3.65, -1.81, -0.82)
H (0.73, -1.48, 5.32)
H (0.59, -5.12, -2.67)
H (-1.61, 0.04, -2.99)
H (-4.40, 3.76, -2.20)
H (-2.82, 0.81, 4.43)
H (-3.84, 0.25, 0.02)
H (-0.89, -2.06, -1.78)
H (3.25, -0.19, -1.60)
H (0.19, 7.23, -1.73)
H (-3.23, 5.10, -2.30)
H (-3.20, -4.85, 1.19)
H (4.62, -3.71, -2.59)
H (3.64, -7.65, -1.09)
H (-1.86, -5.46, 0.26)
H (0.65, 0.37, 1.43)
H (-4.77, 5.14, -3.17)
H (1.34, -7.33, -1.70)
H (2.26, -2.29, 5.62)
H (-3.98, 1.34, -1.35)
H (-2.40, 0.05, 2.89)
H (0.56, 5.58, -1.17)
H (2.40, -0.80, -0.29)
H (0.96, 7.01, -0.20)
H (0.07, -1.85, 0.44)
H (1.55, 2.78, 2.07)
H (-5.42, 0.53, -0.73)
H (-1.98, -3.72, 0.56)
H (-0.06, 2.39, 0.23)
H (3.26, 2.54, 2.21)
H (-2.79, 1.77, 2.92)
H (5.31, -5.80, -1.42)
H (2.19, -0.55, 5.23)
H (2.69, 4.20, 2.29)

Computed properties:
SMILES = O=[N+]([O-])c1ccccc1.O=[N+]([O-])c1ccccc1.CC#N.CC#N.CC#N.CC#N.CC#N.CC#N.CC#N.CC#N
Calculated total energy = -1935.60541 Eh
Orbital gap = 9.47 eV
Relative energy (zero: lowest compared OMol25 entry of this formula, charge and spin) = 0.688 eV
Maximum force = 1.7 eV/Å

Record 3
Here is a 3-piece molecular cluster, C28H34N2O overall in a non-equilibrium geometry from the Open Molecules 2025 dataset. Energies are from wB97M-V/def2-TZVPD.

CARTESIAN COORDINATES (ANGSTROEM)
O (1.30, -1.82, 0.99)
N (-6.79, -2.50, -1.32)
N (-3.75, -1.64, -0.91)
C (-5.54, 0.30, 2.09)
C (-2.14, 1.74, -0.66)
C (-4.45, -0.24, 1.14)
C (0.40, -2.88, 1.37)
C (5.70, -0.67, 4.66)
C (-2.51, 1.62, 0.92)
C (-7.05, -0.10, 1.89)
C (-0.63, 2.22, -0.91)
C (4.45, -0.07, 4.63)
C (4.00, 3.13, -5.15)
C (6.07, -1.57, 3.66)
C (-6.30, -1.62, -0.30)
C (-2.90, 0.13, 1.38)
C (-4.83, -1.20, -0.07)
C (-5.69, -2.91, -2.13)
C (0.61, -0.54, 0.86)
C (4.78, 3.36, -4.03)
C (3.15, 2.03, -5.20)
C (5.19, -1.86, 2.63)
C (-4.20, -2.49, -1.96)
C (3.56, -0.37, 3.60)
C (3.85, 1.40, -2.98)
C (3.93, -1.26, 2.59)
C (4.71, 2.50, -2.94)
C (-7.38, -1.04, 0.71)
C (3.08, 1.17, -4.11)
C (0.09, -0.39, -0.67)
C (0.40, 1.05, -1.31)
H (6.40, -0.44, 5.46)
H (-5.24, 0.96, 2.97)
H (0.46, -3.16, 2.49)
H (-8.48, -1.36, 0.57)
H (-5.93, -3.61, -3.02)
H (-3.26, 2.42, 1.23)
H (-7.87, 0.27, 2.59)
H (-3.42, -2.87, -2.70)
H (-2.82, 2.60, -1.05)
H (3.24, -1.49, 1.79)
H (-2.46, 0.82, -1.26)
H (-0.20, 2.86, -0.05)
H (2.55, 1.84, -6.08)
H (-2.27, -0.70, 0.92)
H (7.05, -2.04, 3.69)
H (5.45, 4.22, -4.00)
H (-2.71, 0.08, 2.52)
H (0.73, -1.15, -1.27)
H (2.58, 0.09, 3.58)
H (-1.52, 1.88, 1.47)
H (2.41, 0.31, -4.14)
H (3.79, 0.73, -2.12)
H (5.48, -2.56, 1.85)
H (1.31, 0.32, 1.18)
H (-0.25, -0.56, 1.62)
H (0.51, 0.91, -2.45)
H (-0.67, 2.94, -1.82)
H (1.44, 1.39, -0.91)
H (5.32, 2.68, -2.06)
H (-0.99, -0.74, -0.81)
H (0.70, -3.84, 0.81)
H (-0.70, -2.69, 1.11)
H (4.06, 3.80, -6.00)
H (4.16, 0.62, 5.41)

Computed properties:
SMILES = COCCCCCCCc1cccc2nccnc12.c1ccccc1.c1ccccc1
Calculated total energy = -1271.81436 Eh
Orbital gap = 7.57 eV
Maximum force = 6.0 eV/Å

Record 4
Here is an isolated ion of composition C28H34N5O3S and charge +1 in a non-equilibrium geometry from the Open Molecules 2025 dataset. Energies are from wB97M-V/def2-TZVPD.

CARTESIAN COORDINATES (ANGSTROEM)
S (-2.66, 0.44, -1.82)
O (-8.22, -1.24, -5.33)
O (0.05, -4.70, -6.58)
O (1.70, -6.09, -6.04)
N (-2.34, -2.19, -0.91)
N (-5.10, -2.16, -4.00)
N (-6.07, -1.84, -5.99)
N (0.77, -5.29, -5.73)
N (-2.78, -0.43, 0.56)
C (-9.93, -0.55, -1.42)
C (1.28, -5.20, -2.08)
C (0.28, -4.30, -1.67)
C (-8.60, -2.28, -2.46)
C (-7.06, -1.58, -5.08)
C (-1.86, -2.52, 1.38)
C (0.53, -5.05, -4.34)
C (-1.82, -2.55, -2.13)
C (-11.02, -2.42, -2.53)
C (-7.25, -2.80, -2.87)
C (1.43, -5.60, -3.40)
C (-9.77, -2.96, -2.81)
C (-6.38, -1.87, -7.40)
C (-2.91, -2.74, -3.13)
C (-0.50, -4.13, -3.90)
C (-6.45, -1.77, -3.68)
C (-2.33, -3.18, 0.13)
C (-4.17, -2.24, -3.00)
C (-2.65, -1.28, 1.70)
C (-3.08, 1.66, -0.52)
C (-3.22, 0.97, 0.78)
C (-4.89, -2.46, -5.43)
C (-2.62, -0.84, -0.68)
C (-8.68, -1.09, -1.71)
C (-0.66, -3.75, -2.56)
C (-11.10, -1.19, -1.83)
C (-4.92, -3.97, -5.71)
C (-3.64, -1.82, -6.02)
H (-4.81, -4.13, -6.79)
H (-2.82, -3.67, -3.78)
H (-3.65, -1.52, 2.08)
H (-1.97, -3.24, 2.17)
H (2.22, -6.26, -3.75)
H (-2.34, 2.46, -0.47)
H (-1.62, -3.93, -0.24)
H (-6.46, -0.80, -3.17)
H (-0.81, -2.24, 1.29)
H (-5.88, -4.39, -5.39)
H (-4.24, 0.98, 1.13)
H (-4.02, 2.14, -0.81)
H (-12.08, -0.76, -1.62)
H (-7.76, -0.60, -1.40)
H (-2.16, -0.71, 2.52)
H (-7.34, -1.37, -7.56)
H (-9.99, 0.40, -0.86)
H (-4.53, -1.90, -2.05)
H (-3.67, -0.73, -5.88)
H (-11.92, -2.93, -2.84)
H (-5.62, -1.35, -7.97)
H (-2.72, -2.22, -5.57)
H (0.27, -4.01, -0.62)
H (-3.34, -3.59, 0.19)
H (-1.05, -1.78, -2.19)
H (-2.66, 1.43, 1.59)
H (-4.11, -4.50, -5.19)
H (-6.65, -3.07, -1.98)
H (-1.10, -3.78, -4.71)
H (-7.36, -3.71, -3.48)
H (2.00, -5.60, -1.35)
H (-9.68, -3.91, -3.36)
H (-3.61, -2.03, -7.10)
H (-6.46, -2.89, -7.78)

Computed properties:
Calculated total energy = -1984.65832 Eh
Total charge = +1
Orbital gap = 7.27 eV
Relative energy (zero: lowest compared OMol25 entry of this formula, charge and spin) = 1.805 eV
Maximum force = 5.8 eV/Å

Record 5
Here is C28H35Br54ClNO2 as an isolated structure in a non-equilibrium geometry from the Open Molecules 2025 dataset. Energies are from wB97M-V/def2-TZVPD.

CARTESIAN COORDINATES (ANGSTROEM)
Br (5.04, 6.11, 1.79)
Br (7.47, 3.28, 7.08)
Br (-2.85, 7.08, -4.57)
Br (2.01, 2.49, 3.43)
Br (0.58, 1.77, 8.72)
Br (-1.84, -0.10, 4.58)
Br (6.85, 1.74, 4.35)
Br (2.83, 3.93, 8.06)
Br (3.14, -4.58, 4.81)
Br (3.23, 0.89, 7.18)
Br (-6.26, -11.48, 0.42)
Br (0.89, -10.55, 2.31)
Br (8.46, -0.19, -1.13)
Br (-6.09, 0.51, -5.32)
Br (-5.78, 0.07, 3.24)
Br (-10.54, 1.89, -1.14)
Br (8.44, -2.71, -3.08)
Br (3.16, -4.29, 1.63)
Br (-3.83, 6.52, 6.07)
Br (-6.92, -8.47, 1.27)
Br (4.66, -6.82, -0.50)
Br (5.71, 9.12, 2.60)
Br (-2.27, 1.14, -6.36)
Br (-0.76, 3.21, 4.84)
Br (1.45, 5.48, 4.42)
Br (-5.42, -4.52, -3.94)
Br (-1.28, 3.87, 0.38)
Br (7.41, -6.47, -2.10)
Br (-8.38, -5.66, -4.26)
Br (0.74, -1.17, 6.11)
Br (5.49, -3.97, -1.63)
Br (-0.24, -1.30, -6.79)
Br (-9.11, -10.76, 1.68)
Br (-7.63, 1.04, 0.81)
Br (-2.07, -0.93, 7.65)
Br (8.07, 7.03, 2.12)
Br (-0.91, 9.38, -5.62)
Br (-1.14, 8.81, -2.49)
Br (5.25, 4.41, 5.08)
Br (3.05, -7.19, 2.96)
Br (8.45, 0.24, -4.29)
Br (1.81, 4.61, 0.16)
Br (-3.00, -1.78, -5.28)
Br (-0.03, 4.65, -2.45)
Br (2.81, -10.00, -0.18)
Br (-9.04, -0.66, -5.64)
Br (-9.76, 4.81, -2.17)
Br (-7.24, -1.53, -3.15)
Br (-4.66, 2.15, 1.09)
Br (4.05, -10.96, 2.60)
Br (-3.17, 8.18, 3.43)
Br (-7.76, 2.38, -2.67)
Br (-3.36, 5.00, 3.31)
Br (-6.59, -6.54, -1.77)
Cl (1.06, 0.18, -3.65)
O (-1.04, -0.57, -1.35)
O (4.28, 0.71, -3.35)
N (2.41, -0.15, -1.26)
C (4.75, -0.11, -2.29)
C (-2.09, -0.76, -6.64)
C (2.04, 0.84, -2.32)
C (-1.19, -1.27, 5.97)
C (-6.60, -6.01, -3.62)
C (1.96, 2.31, 7.49)
C (0.04, 4.93, -0.54)
C (-2.01, 0.43, -1.02)
C (9.02, -0.89, -2.84)
C (3.69, -5.38, 3.14)
C (-5.84, 0.65, 1.40)
C (0.02, -0.51, -0.45)
C (6.13, 2.84, 5.77)
C (6.26, 7.28, 2.72)
C (-7.25, -0.99, -5.01)
C (-7.63, -10.14, 0.60)
C (5.59, -5.88, -1.90)
C (-2.95, 0.72, -2.21)
C (3.76, 2.65, -2.04)
C (3.87, 3.49, -1.17)
C (1.32, -1.17, -0.98)
C (-9.61, 2.92, -2.49)
C (0.67, 3.86, 3.73)
C (3.25, 1.58, -2.94)
C (3.66, -0.91, -1.55)
C (-2.90, 6.53, 4.39)
C (-1.21, 8.05, -4.27)
C (2.53, -11.04, 1.41)
H (-6.21, -6.85, -4.20)
H (-3.98, 0.91, -1.86)
H (1.43, 1.61, -1.82)
H (6.23, 7.00, 3.76)
H (5.08, -6.10, -2.83)
H (2.89, 2.07, -3.85)
H (1.48, 2.51, 6.54)
H (0.28, 0.52, -0.13)
H (-8.02, -9.94, -0.39)
H (10.10, -0.90, -2.85)
H (0.24, 4.10, 2.77)
H (-0.40, 7.34, -4.34)
H (2.49, 0.37, -0.39)
H (5.33, 0.49, -1.57)
H (-1.53, 1.39, -0.76)
H (-2.59, 0.14, -0.13)
H (4.09, -1.18, -0.57)
H (-1.84, 6.46, 4.60)
H (-1.43, -2.28, 5.69)
H (-0.27, -1.02, 0.49)
H (-10.10, 2.71, -3.43)
H (1.72, -1.77, -0.14)
H (4.77, -5.41, 3.15)
H (-5.48, -0.17, 0.79)
H (5.43, -0.85, -2.74)
H (-2.57, -1.00, -7.58)
H (3.41, -1.87, -2.03)
H (-2.63, 1.65, -2.71)
H (-2.94, -0.08, -2.95)
H (2.42, -12.08, 1.10)
H (3.98, 4.34, -0.55)
H (-0.19, 5.97, -0.36)
H (5.37, 2.25, 6.27)
H (1.18, -1.87, -1.81)
H (-6.86, -1.82, -5.58)

Computed properties:
Calculated total energy = -140749.54306 Eh
Total charge = +1
Orbital gap = 8.77 eV
Maximum force = 1.7 eV/Å

Record 6
Here is C28H35BrMnN4O5S as an isolated structure from the Open Molecules 2025 dataset. Energies are from wB97M-V/def2-TZVPD.

CARTESIAN COORDINATES (ANGSTROEM)
Br (3.13, 3.83, -6.62)
Mn (-0.61, 0.45, -0.85)
S (1.47, -1.57, -1.89)
O (1.38, 1.91, -0.70)
O (0.30, 1.41, -2.56)
O (-2.07, 0.12, -2.65)
O (-3.14, 0.05, -0.17)
O (-1.56, 2.37, 0.09)
N (-0.50, -0.70, 0.75)
N (4.52, 3.61, -2.77)
N (2.46, -0.74, 0.43)
N (3.84, -0.57, -1.44)
C (2.32, 2.64, -2.75)
C (-0.78, -1.46, 1.70)
C (-3.98, -4.31, 1.36)
C (-3.51, -3.95, 2.62)
C (-1.78, -0.91, -3.59)
C (4.37, 3.82, -4.07)
C (0.81, -0.27, 4.94)
C (2.67, -0.89, -0.88)
C (5.10, -0.19, -0.83)
C (0.01, -0.32, 3.81)
C (1.26, 1.95, -1.95)
C (-3.38, -3.76, 0.23)
C (3.23, 3.47, -4.77)
C (3.50, 3.03, -2.13)
C (0.84, -2.51, 3.31)
C (2.18, 2.86, -4.11)
C (1.65, -1.33, 5.25)
C (-3.43, 0.47, -2.51)
C (0.02, -1.44, 2.99)
C (-0.82, 2.86, 1.21)
C (-3.49, 1.06, 0.75)
C (-1.88, -2.49, 1.61)
C (-2.97, 2.42, 0.32)
C (1.66, -2.46, 4.43)
C (-2.46, -3.05, 2.74)
C (3.10, 0.19, 1.35)
C (-2.35, -2.86, 0.36)
C (-4.00, -0.18, -1.27)
H (2.31, -3.29, 4.66)
H (3.61, 2.86, -1.07)
H (-3.96, -4.38, 3.51)
H (-4.79, -5.02, 1.27)
H (5.20, 4.30, -4.59)
H (-0.64, 0.51, 3.57)
H (0.84, -3.39, 2.68)
H (2.58, 0.10, 2.30)
H (-5.02, 0.18, -1.06)
H (0.80, 0.61, 5.58)
H (-4.58, 1.09, 0.90)
H (-4.05, -1.27, -1.39)
H (5.85, -0.19, -1.62)
H (2.99, 1.22, 0.98)
H (2.29, -1.29, 6.12)
H (-3.73, -4.06, -0.75)
H (3.83, -0.69, -2.44)
H (1.28, 2.55, -4.62)
H (-1.86, -2.43, -0.51)
H (-3.47, 1.56, -2.44)
H (-1.05, 2.28, 2.10)
H (-3.19, 3.16, 1.09)
H (5.41, -0.92, -0.08)
H (-1.07, 3.91, 1.37)
H (-2.10, -2.78, 3.73)
H (-3.44, 2.76, -0.61)
H (5.08, 0.80, -0.39)
H (-3.03, 0.77, 1.70)
H (1.48, -0.91, 0.67)
H (-0.71, -1.06, -3.57)
H (0.23, 2.75, 0.97)
H (-2.30, -1.84, -3.33)
H (-2.09, -0.59, -4.59)
H (4.14, -0.04, 1.52)
H (-4.00, 0.18, -3.40)

Computed properties:
Calculated total energy = -5806.42365 Eh
Multiplicity = 6
⟨S²⟩ = 8.755
Orbital gap (alpha / beta) = 7.49 / 7.90 eV
Relative energy (zero: lowest compared OMol25 entry of this formula, charge and spin) = 0.119 eV
Maximum force = 0.6 eV/Å